Record 1
Here is 12 unconnected molecules or ions with the total composition C36H72O24 in a non-equilibrium geometry from OMol25. Energies are from the ωB97M-V functional and the def2-TZVPD basis.

Its total energy is -3220.527682 hartree. The calculation puts the orbital gap at 8.53 eV. The energy relative to the best compared isomer or geometry (same formula, charge and spin) comes out at 3.267 eV. The calculation puts the lowest unoccupied orbital energy at 0.4 eV. The structure (SMILES) is Oc1ccc(O)cc1.Oc1ccc(O)cc1.Oc1ccc(O)cc1.OCCO.OCCO.OCCO.OCCO.OCCO.OCCO.OCCO.OCCO.OCCO. For the molar mass, the calculation gives 888.948 g/mol.

CARTESIAN COORDINATES (ANGSTROEM)
O (18.570, 10.299, 14.666)
C (17.397, 10.543, 13.954)
C (17.393, 10.918, 12.650)
C (16.212, 11.277, 11.989)
C (14.984, 11.068, 12.555)
O (13.831, 11.136, 11.812)
C (14.969, 10.705, 13.942)
C (16.171, 10.492, 14.635)
H (18.400, 9.482, 15.213)
H (18.344, 11.152, 12.149)
H (16.351, 11.661, 11.025)
H (13.040, 11.197, 12.332)
H (13.995, 10.484, 14.403)
H (16.099, 10.245, 15.703)
O (19.954, 12.645, 10.926)
C (19.046, 13.702, 10.771)
C (17.941, 13.661, 9.962)
C (17.094, 14.766, 9.839)
C (17.343, 15.843, 10.650)
O (16.460, 16.948, 10.595)
C (18.514, 15.926, 11.356)
C (19.294, 14.794, 11.602)
H (19.735, 11.940, 10.292)
H (17.700, 12.789, 9.422)
H (16.243, 14.693, 9.233)
H (16.906, 17.666, 11.048)
H (18.767, 16.847, 11.908)
H (20.139, 14.773, 12.308)
O (15.625, 17.118, 13.476)
C (14.420, 16.579, 13.116)
C (13.327, 17.386, 13.307)
C (12.044, 16.859, 12.987)
C (11.923, 15.604, 12.484)
O (10.673, 14.998, 12.385)
C (13.052, 14.830, 12.142)
C (14.337, 15.351, 12.464)
H (16.227, 16.429, 13.680)
H (13.483, 18.347, 13.743)
H (11.084, 17.343, 13.175)
H (10.013, 15.683, 12.413)
H (12.972, 13.865, 11.591)
H (15.269, 14.832, 12.333)
O (10.875, 15.822, 8.617)
C (11.582, 16.867, 9.281)
C (13.056, 16.954, 8.867)
O (13.842, 15.808, 9.293)
H (11.334, 14.929, 8.718)
H (11.178, 17.747, 8.816)
H (11.331, 16.901, 10.412)
H (13.573, 17.868, 9.217)
H (13.159, 16.934, 7.807)
H (14.523, 16.063, 9.894)
O (11.980, 17.297, 16.639)
C (11.031, 18.389, 16.730)
C (9.630, 17.747, 16.732)
O (9.329, 17.108, 15.529)
H (12.842, 17.519, 16.316)
H (11.163, 18.966, 17.681)
H (11.121, 19.053, 15.800)
H (8.861, 18.596, 16.847)
H (9.609, 17.117, 17.599)
H (10.002, 16.475, 15.276)
O (12.335, 14.137, 17.752)
C (12.783, 13.752, 16.455)
C (11.536, 13.417, 15.637)
O (10.610, 14.503, 15.623)
H (12.456, 15.111, 17.867)
H (13.460, 14.491, 15.989)
H (13.357, 12.796, 16.619)
H (10.956, 12.632, 16.024)
H (11.732, 13.155, 14.583)
H (10.474, 14.724, 16.580)
O (13.807, 21.835, 15.420)
C (13.054, 21.591, 14.244)
C (11.596, 21.538, 14.565)
O (10.865, 21.612, 13.347)
H (13.585, 22.642, 15.803)
H (13.169, 22.329, 13.410)
H (13.373, 20.616, 13.907)
H (11.498, 22.477, 15.162)
H (11.370, 20.732, 15.231)
H (10.277, 20.808, 13.363)
O (16.915, 14.613, 14.121)
C (17.444, 14.024, 15.292)
C (19.037, 13.794, 15.224)
O (19.170, 13.066, 14.015)
H (17.468, 14.532, 13.325)
H (17.129, 14.688, 16.129)
H (16.968, 12.971, 15.447)
H (19.221, 13.214, 16.142)
H (19.475, 14.744, 15.204)
H (19.691, 12.252, 14.119)
O (11.246, 11.205, 12.481)
C (10.833, 10.111, 13.315)
C (11.113, 8.787, 12.686)
O (12.506, 8.556, 12.560)
H (10.364, 11.616, 12.272)
H (11.418, 10.112, 14.211)
H (9.763, 10.332, 13.561)
H (10.676, 8.759, 11.705)
H (10.751, 7.955, 13.303)
H (12.931, 9.179, 11.966)
O (8.240, 16.797, 12.025)
C (7.879, 18.129, 11.802)
C (7.896, 19.042, 13.071)
O (9.116, 19.178, 13.672)
H (8.208, 16.289, 11.203)
H (8.537, 18.640, 11.083)
H (6.915, 18.338, 11.388)
H (7.136, 18.746, 13.803)
H (7.588, 19.986, 12.737)
H (9.175, 18.466, 14.350)
O (8.459, 15.098, 9.965)
C (8.042, 13.707, 9.891)
C (9.027, 12.661, 10.516)
O (9.153, 12.714, 11.896)
H (9.228, 15.262, 9.360)
H (7.045, 13.616, 10.393)
H (7.911, 13.437, 8.836)
H (9.979, 12.848, 9.969)
H (8.622, 11.627, 10.270)
H (9.507, 13.581, 12.041)
O (14.566, 11.550, 8.668)
C (13.266, 11.518, 8.201)
C (12.630, 12.927, 7.984)
O (12.288, 13.594, 9.201)
H (14.598, 11.597, 9.623)
H (13.178, 11.036, 7.220)
H (12.673, 10.892, 8.861)
H (11.671, 12.886, 7.368)
H (13.357, 13.483, 7.385)
H (12.969, 14.253, 9.474)

Record 2
Here is 2 unconnected molecules or ions with the total composition C28H29F3N2S in a non-equilibrium geometry from OMol25. Energies are from the ωB97M-V functional and the def2-TZVPD basis.

Its total energy is -1891.562954 hartree. The calculation puts the orbital gap at 3.83 eV. The energy relative to the best compared isomer or geometry (same formula, charge and spin) comes out at 1.554 eV. The calculation puts the lowest unoccupied orbital energy at -2.2 eV. For the molar mass, the calculation gives 482.615 g/mol.

CARTESIAN COORDINATES (ANGSTROEM)
C (5.274, -2.158, 5.705)
C (5.214, -3.086, 4.485)
C (3.885, -2.799, 3.778)
N (3.417, -1.552, 4.351)
C (2.240, -0.961, 3.936)
C (1.042, -1.714, 3.857)
C (-0.154, -1.077, 3.602)
C (-0.197, 0.293, 3.211)
C (-1.453, 0.869, 2.904)
C (-1.650, 1.920, 1.984)
C (-0.666, 2.299, 1.017)
C (-0.881, 3.363, 0.162)
C (-2.037, 4.169, 0.303)
N (-2.142, 5.370, -0.372)
C (-2.038, 6.654, 0.303)
C (-1.958, 7.706, -0.811)
C (-1.984, 6.950, -2.145)
C (-2.042, 5.454, -1.817)
C (-3.072, 3.740, 1.181)
C (-2.893, 2.626, 1.972)
C (1.038, 1.018, 3.192)
C (2.215, 0.418, 3.599)
C (4.055, -1.229, 5.616)
H (5.233, -2.729, 6.634)
H (6.187, -1.561, 5.701)
H (6.032, -2.859, 3.799)
H (5.274, -4.138, 4.767)
H (4.006, -2.696, 2.690)
H (3.153, -3.605, 3.951)
H (1.075, -2.782, 4.071)
H (-1.097, -1.624, 3.663)
H (-2.340, 0.425, 3.362)
H (0.269, 1.746, 0.950)
H (-0.129, 3.634, -0.583)
H (-2.903, 6.812, 0.962)
H (-1.138, 6.685, 0.940)
H (-2.804, 8.389, -0.729)
H (-1.035, 8.279, -0.706)
H (-2.866, 7.226, -2.727)
H (-1.094, 7.162, -2.741)
H (-1.156, 4.911, -2.178)
H (-2.922, 4.981, -2.282)
H (-4.006, 4.303, 1.189)
H (-3.684, 2.281, 2.643)
H (1.051, 2.060, 2.873)
H (3.154, 0.978, 3.622)
H (3.368, -1.424, 6.460)
H (4.322, -0.165, 5.659)
F (-7.621, 0.651, 3.533)
C (-7.824, -0.200, 4.586)
F (-8.767, 0.384, 5.398)
F (-8.375, -1.343, 4.085)
C (-6.543, -0.459, 5.335)
C (-6.331, -1.695, 5.942)
C (-5.129, -1.916, 6.639)
C (-4.156, -0.936, 6.685)
C (-4.326, 0.284, 5.968)
S (-3.061, 1.336, 5.705)
C (-5.604, 0.552, 5.402)
H (-7.091, -2.468, 5.874)
H (-4.974, -2.877, 7.136)
H (-3.221, -1.079, 7.224)
H (-5.799, 1.520, 4.958)

Record 3
Here is C8H17PS3 in the gas phase in a non-equilibrium geometry from OMol25. Energies are from the ωB97M-V functional and the def2-TZVPD basis.

Its total energy is -1850.656353 hartree. The calculation puts the orbital gap (spin up / spin down) at 5.44 / 5.76 eV. The calculation puts the lowest unoccupied orbital energy (spin up / spin down) at 0.5 / -2.9 eV. For the molar mass, the calculation gives 240.399 g/mol. As for the spin multiplicity: 3.

CARTESIAN COORDINATES (ANGSTROEM)
C (0.570, -0.207, -1.228)
C (0.579, 0.693, 1.052)
C (-0.089, -0.336, 0.125)
C (3.100, 0.050, 0.064)
C (-2.314, 0.219, 1.384)
C (-2.364, -1.371, -0.663)
C (-2.215, 1.200, -0.688)
C (-1.642, -0.093, -0.005)
P (4.676, -1.048, 0.462)
S (3.021, 1.865, -0.691)
S (2.300, -0.938, -1.278)
S (2.208, 0.125, 1.605)
H (0.214, -0.832, -2.097)
H (0.533, 0.787, -1.397)
H (0.875, 1.640, 0.433)
H (-0.037, 0.739, 2.023)
H (-0.181, -1.379, 0.667)
H (3.583, 1.500, -1.861)
H (-3.311, 0.104, 1.206)
H (-1.945, 1.134, 1.571)
H (-1.896, -0.529, 2.050)
H (-1.538, -1.897, -1.290)
H (-2.607, -2.025, 0.081)
H (-3.185, -1.155, -1.223)
H (-1.838, 1.303, -1.659)
H (-1.793, 2.005, -0.168)
H (-3.258, 1.282, -0.724)
H (3.902, -2.133, 0.426)
H (4.654, -0.706, 1.824)